No. 1
Computed, not measured: a 2-piece molecular cluster, C3H8N4 overall in a non-equilibrium geometry, with ωB97M-V/def2-TZVPD.

Cartesian coordinates (Å):
C 2.180 0.033 -0.456
C 1.136 1.014 0.218
C 1.544 -1.293 -0.141
N -3.462 -0.178 0.120
N -2.654 0.651 -0.188
N -0.031 0.098 0.474
N 0.326 -1.188 0.239
H 2.273 0.249 -1.486
H 3.113 0.275 0.011
H 1.310 1.495 1.269
H 0.741 1.725 -0.384
H 2.128 -2.133 -0.397
H -3.278 -0.690 1.073
H -4.350 -0.567 -0.474
H -0.976 0.508 0.125

- LUMO level: 0.71 eV
- Strongest force on any atom: 3.90 eV Å⁻¹
- E_HOMO: -0.2796 Eh

---

No. 2
Computed, not measured: the molecule C3H8N4 in a non-equilibrium geometry, with ωB97M-V/def2-TZVPD.

Cartesian coordinates (Å):
H -0.214 -1.121 -1.029
N -0.098 -2.004 -0.553
C 0.143 -1.906 0.732
N 0.357 -0.766 1.512
C -0.308 0.412 0.999
C 0.687 1.056 0.013
N 0.423 1.588 -1.155
N -0.815 1.387 -1.612
H 0.367 -2.773 1.272
H 0.176 -0.881 2.503
H -0.456 1.113 1.830
H -1.208 0.204 0.462
H 1.673 1.151 0.351
H -1.512 1.528 -0.804
H -1.016 1.978 -2.393

- LUMO level: 0.72 eV
- Strongest force on any atom: 3.64 eV Å⁻¹
- E_HOMO: -0.3323 Eh

---

No. 3
Computed, not measured: a 2-piece molecular cluster, C3H8N4 overall in a non-equilibrium geometry, with ωB97M-V/def2-TZVPD.

Cartesian coordinates (Å):
C -0.840 -1.104 -0.310
C 0.180 -0.705 0.872
C 1.290 0.034 0.148
H -3.258 1.029 0.385
H -1.143 1.278 0.795
H -0.700 -2.031 -0.734
H -0.660 0.015 1.538
H 0.772 -1.438 1.450
H 0.218 1.492 -0.586
H 1.805 1.574 -0.921
H 2.861 -0.128 -0.844
N -2.190 0.777 0.008
N -1.809 -0.434 -0.513
N 1.192 1.529 0.019
N 2.282 -0.607 -0.277

- LUMO level: 0.60 eV
- Strongest force on any atom: 8.13 eV Å⁻¹
- E_HOMO: -0.3252 Eh

---

No. 4
Computed, not measured: the molecule C3H8N4 in a non-equilibrium geometry, with ωB97M-V/def2-TZVPD.

Cartesian coordinates (Å):
H 1.732 1.984 0.328
N 0.705 2.274 0.127
C 0.089 1.176 0.019
N -1.270 1.074 0.056
N -1.903 -0.327 -0.090
C -0.672 -1.004 0.400
C 0.565 -0.343 -0.219
N 1.917 -0.656 0.112
H -2.038 1.941 0.338
H -2.116 -0.345 -1.087
H -0.844 -1.200 1.568
H -0.778 -1.879 -0.006
H 0.304 -0.650 -1.177
H 2.442 -0.425 -0.780
H 1.869 -1.621 0.411

- LUMO level: 0.77 eV
- Strongest force on any atom: 5.99 eV Å⁻¹
- E_HOMO: -0.3163 Eh